No. 1
Formula: C47H90Br2FN5O2S
Source: the OMol25 dataset
Level of theory: wB97M-V/def2-TZVPD

Calculated values
- HOMO: -7.957 eV
- Max |F|: 6.60 eV/Å
- SMILES string: COCCCCCCCCCCCc1c(S)cc2nc([C@@H](Br)[C@H](C)Br)c(F)nc2c1OC[C@H](C)C(C)C.CCN(CC)CC.CCN(CC)CC.CCN(CC)CC
- Orbital gap: 6.704 eV

Each atom is followed by the atoms it is bonded to, with distances in Å.
Positions of all 148 atoms, in Å:
1 Br -4.66 -6.32 -2.85  C36 1.976
2 Br -3.31 -7.79 1.04  C38 2.020
3 S 2.70 -1.70 -3.06  C19 1.843, H144 1.397
4 F -4.51 -4.97 0.15  C54 1.441
5 O 7.77 -4.86 0.07  C12 1.456, C42 1.446
6 O -2.17 -0.41 -0.45  C14 1.414, C43 1.432
7 N -1.23 5.42 -0.45  C32 1.459, C35 1.460, C52 1.462
8 N -2.57 -0.82 -5.57  C15 1.458, C18 1.461, C20 1.460
9 N -1.76 2.19 6.88  C46 1.461, C50 1.459, C55 1.462
10 N -0.99 -5.36 -1.40  C22 1.426, C28 1.441
11 N -3.01 -3.15 -0.31  C31 1.441, C54 1.416
12 C 6.37 -5.23 -0.11  O5 1.456, H74 1.155, H99 1.145, H125 1.149
13 C 0.01 -1.19 2.07  C17 1.636, H98 1.159, H143 1.160, H148 1.142
14 C -1.28 -1.37 -0.98  O6 1.414, C31 1.595, C44 1.573
15 C -2.53 -1.43 -4.24  N8 1.458, C16 1.523, H72 1.097, H146 1.096
16 C -2.97 -2.88 -4.20  C15 1.523, H93 1.094, H115 1.093, H127 1.094
17 C -1.39 -0.35 2.04  C13 1.636, C34 1.609, C43 1.603, H112 1.165
18 C -1.87 0.46 -5.64  N8 1.461, C26 1.527, H104 1.095, H110 1.097
19 C 1.10 -2.07 -2.24  S3 1.843, C23 1.545, C44 1.589
20 C -3.85 -0.88 -6.26  N8 1.460, C24 1.528, H102 1.095, H122 1.096
21 C -0.35 2.68 4.80  C55 1.528, H66 1.095, H94 1.091, H120 1.092
22 C -2.27 -5.66 -0.84  N10 1.426, C38 1.619, C54 1.555
23 C 0.68 -3.56 -2.10  C19 1.545, C28 1.590, H138 1.152
24 C -5.06 -0.25 -5.57  C20 1.528, H62 1.092, H75 1.095, H105 1.091
25 C -2.13 4.72 6.70  C46 1.528, H65 1.095, H84 1.091, H88 1.092
26 C -2.43 1.61 -4.81  C18 1.527, H78 1.092, H95 1.095, H123 1.091
27 C -2.57 -8.32 -3.13  C36 1.635, H69 1.161, H106 1.142, H117 1.160
28 C -0.71 -3.94 -1.45  N10 1.441, C23 1.590, C31 1.548
29 C 5.35 1.85 -0.90  C48 1.627, C51 1.606, H67 1.145, H121 1.157
30 C 7.80 0.85 -0.37  C39 1.613, C48 1.610, H60 1.145, H81 1.144
31 C -1.71 -2.90 -0.89  N11 1.441, C14 1.595, C28 1.548
32 C -2.18 6.38 -1.00  N7 1.459, C49 1.524, H92 1.096, H131 1.097
33 C 1.77 0.78 -0.79  C40 1.634, C45 1.624, H76 1.147, H86 1.154
34 C -2.63 -1.16 2.68  C17 1.609, C47 1.635, C56 1.615, H137 1.162
35 C -1.66 4.03 -0.42  N7 1.460, C37 1.528, H114 1.096, H116 1.096
36 C -3.57 -7.73 -1.98  Br1 1.976, C27 1.635, C38 1.602, H83 1.155
37 C -2.06 3.38 -1.75  C35 1.528, H103 1.095, H124 1.091, H126 1.092
38 C -2.64 -7.24 -0.78  Br2 2.020, C22 1.619, C36 1.602, H111 1.158
39 C 7.36 0.17 1.02  C30 1.613, C58 1.615, H71 1.154, H139 1.150
40 C 2.67 2.10 -1.14  C33 1.634, C51 1.616, H85 1.154, H108 1.161
41 C -1.16 2.38 9.29  C50 1.524, H119 1.093, H128 1.094, H129 1.093
42 C 7.91 -3.82 1.07  O5 1.446, C53 1.633, H118 1.149, H133 1.149
43 C -1.67 0.38 0.64  O6 1.432, C17 1.603, H100 1.162, H130 1.161
44 C 0.09 -0.99 -1.66  C14 1.573, C19 1.589, C45 1.626
45 C 0.57 0.55 -1.86  C33 1.624, C44 1.626, H82 1.153, H107 1.144
46 C -2.70 3.31 6.90  N9 1.461, C25 1.528, H91 1.095, H109 1.096
47 C -4.08 -0.78 2.02  C34 1.635, H64 1.158, H113 1.141, H135 1.146
48 C 6.54 0.85 -1.37  C29 1.627, C30 1.610, H90 1.146, H147 1.157
49 C -3.54 6.37 -0.32  C32 1.524, H63 1.094, H89 1.093, H136 1.093
50 C -0.68 2.24 7.85  N9 1.459, C41 1.524, H140 1.097, H145 1.096
51 C 4.07 1.74 -1.86  C29 1.606, C40 1.616, H77 1.143, H141 1.152
52 C 0.15 5.63 -0.90  N7 1.462, C57 1.527, H61 1.097, H134 1.095
53 C 7.18 -2.42 0.65  C42 1.633, C58 1.609, H87 1.155, H142 1.146
54 C -3.23 -4.55 -0.34  F4 1.441, N11 1.416, C22 1.555
55 C -1.33 1.77 5.55  N9 1.462, C21 1.528, H80 1.097, H97 1.095
56 C -2.42 -2.75 2.81  C34 1.615, H70 1.159, H79 1.139, H132 1.160
57 C 0.44 5.45 -2.38  C52 1.527, H59 1.095, H96 1.091, H101 1.092
58 C 8.13 -1.24 1.18  C39 1.615, C53 1.609, H68 1.158, H73 1.151
59 H 1.43 5.85 -2.61  C57 1.095
60 H 8.68 0.31 -0.86  C30 1.145
61 H 0.43 6.66 -0.62  C52 1.097
62 H -5.13 -0.51 -4.51  C24 1.092
63 H -4.16 7.18 -0.71  C49 1.094
64 H -4.92 -1.24 2.66  C47 1.158
65 H -2.88 5.46 7.02  C25 1.095
66 H 0.06 2.15 3.94  C21 1.095
67 H 5.12 1.69 0.21  C29 1.145
68 H 8.38 -1.44 2.29  C58 1.158
69 H -1.91 -7.41 -3.42  C27 1.161
70 H -1.90 -3.04 3.81  C56 1.159
71 H 7.53 0.86 1.93  C39 1.154
72 H -3.12 -0.86 -3.52  C15 1.097
73 H 9.14 -1.28 0.61  C58 1.151
74 H 6.37 -6.27 -0.60  C12 1.155
75 H -5.98 -0.60 -6.04  C24 1.095
76 H 2.44 -0.15 -0.71  C33 1.147
77 H 4.02 0.72 -2.37  C51 1.143
78 H -2.64 1.32 -3.78  C26 1.092
79 H -1.79 -3.22 1.98  C56 1.139
80 H -0.86 0.79 5.64  C55 1.097
81 H 8.10 1.94 -0.17  C30 1.144
82 H -0.28 1.30 -1.64  C45 1.153
83 H -4.26 -8.59 -1.65  C36 1.155
84 H -1.91 4.92 5.66  C25 1.091
85 H 2.07 2.87 -1.76  C40 1.154
86 H 1.35 0.96 0.26  C33 1.154
87 H 7.09 -2.39 -0.50  C53 1.155
88 H -1.23 4.89 7.29  C25 1.092
89 H -3.44 6.51 0.76  C49 1.093
90 H 6.90 1.16 -2.41  C48 1.146
91 H -3.49 3.14 6.15  C46 1.095
92 H -1.77 7.39 -0.87  C32 1.096
93 H -2.40 -3.49 -4.91  C16 1.094
94 H -0.84 3.58 4.42  C21 1.091
95 H -1.70 2.43 -4.78  C26 1.095
96 H 0.46 4.40 -2.66  C57 1.091
97 H -2.20 1.61 4.91  C55 1.095
98 H 0.20 -1.63 3.13  C13 1.159
99 H 5.82 -4.48 -0.77  C12 1.145
100 H -0.72 1.00 0.41  C43 1.162
101 H -0.28 5.97 -3.02  C57 1.092
102 H -3.75 -0.43 -7.26  C20 1.095
103 H -2.62 2.46 -1.55  C37 1.095
104 H -1.80 0.77 -6.68  C18 1.095
105 H -5.06 0.84 -5.66  C24 1.091
106 H -3.14 -8.71 -4.04  C27 1.142
107 H 0.97 0.75 -2.91  C45 1.144
108 H 2.88 2.61 -0.13  C40 1.161
109 H -3.23 3.29 7.85  C46 1.096
110 H -0.83 0.29 -5.33  C18 1.097
111 H -1.64 -7.82 -0.89  C38 1.158
112 H -1.18 0.52 2.78  C17 1.165
113 H -4.19 -1.16 0.95  C47 1.141
114 H -2.52 3.95 0.26  C35 1.096
115 H -4.03 -2.99 -4.43  C16 1.093
116 H -0.89 3.42 0.06  C35 1.096
117 H -1.83 -9.09 -2.69  C27 1.160
118 H 9.03 -3.61 1.23  C42 1.149
119 H -1.63 3.34 9.48  C41 1.093
120 H 0.49 2.99 5.43  C21 1.092
121 H 5.74 2.94 -0.99  C29 1.157
122 H -4.09 -1.93 -6.46  C20 1.096
123 H -3.34 2.02 -5.25  C26 1.091
124 H -1.18 3.10 -2.33  C37 1.091
125 H 5.88 -5.24 0.93  C12 1.149
126 H -2.70 4.02 -2.36  C37 1.092
127 H -2.81 -3.29 -3.20  C16 1.094
128 H -0.31 2.29 9.98  C41 1.094
129 H -1.87 1.59 9.55  C41 1.093
130 H -2.48 1.18 0.86  C43 1.161
131 H -2.32 6.24 -2.08  C32 1.097
132 H -3.42 -3.33 2.82  C56 1.160
133 H 7.48 -4.12 2.09  C42 1.149
134 H 0.82 4.99 -0.32  C52 1.095
135 H -4.18 0.35 2.13  C47 1.146
136 H -4.08 5.43 -0.50  C49 1.093
137 H -2.74 -0.79 3.78  C34 1.162
138 H 1.39 -4.38 -2.47  C23 1.152
139 H 6.23 -0.05 0.99  C39 1.150
140 H 0.03 3.04 7.64  C50 1.097
141 H 4.21 2.52 -2.70  C51 1.152
142 H 6.13 -2.35 1.10  C53 1.146
143 H -0.06 -2.11 1.37  C13 1.160
144 H 3.73 -2.30 -2.33  S3 1.397
145 H -0.12 1.30 7.79  C50 1.096
146 H -1.49 -1.40 -3.88  C15 1.096
147 H 6.09 -0.21 -1.48  C48 1.157
148 H 0.89 -0.57 1.69  C13 1.142

Atomic partial charges in e from the Löwdin method, atoms 1 to 5: 0.701, 0.637, 0.722, -0.048, -0.238



No. 2
Formula: C9H17N4O2
Source: the OMol25 dataset
Level of theory: wB97M-V/def2-TZVPD

Calculated values
- HOMO: -12.989 eV
- Max |F|: 3.58 eV/Å
- Energy above the lowest of the compared OMol25 structures with the same formula, charge and spin: 34.6 kJ/mol
- Charge: +1
- SMILES string: CC1(C)C[C@@]2(C)N(CC(O)=[N+]2N)C(=O)N1
- Orbital gap: 9.485 eV

Each atom is followed by the atoms it is bonded to, with distances in Å.
Positions of all 32 atoms, in Å:
1 O -2.34 1.57 -1.33  C15 1.190
2 O 2.04 2.41 -2.58  C9 1.318, H27 0.970
3 N -2.12 0.01 0.31  C11 1.499, C15 1.344, H16 1.060
4 N -0.45 0.38 -1.30  C8 1.439, C12 1.457, C15 1.431
5 N 2.97 0.76 -0.19  N6 1.390, H19 1.058, H25 1.051
6 N 1.70 0.94 -0.71  N5 1.390, C8 1.492, C9 1.278
7 C -1.81 -0.33 2.62  C11 1.551, H17 1.151, H18 1.107, H23 1.119
8 C 0.60 -0.03 -0.40  N4 1.439, N6 1.492, C13 1.549, C14 1.535
9 C 1.48 1.47 -1.85  O2 1.318, N6 1.278, C12 1.477
10 C -1.21 -2.18 1.15  C11 1.521, H22 1.103, H24 1.023, H30 1.046
11 C -1.17 -0.66 1.25  N3 1.499, C7 1.551, C10 1.521, C14 1.538
12 C 0.08 1.32 -2.28  N4 1.457, C9 1.477, H21 1.099, H29 1.067
13 C 1.05 -1.44 -0.83  C8 1.549, H26 1.090, H28 1.068, H32 1.146
14 C 0.20 0.03 1.08  C8 1.535, C11 1.538, H20 1.132, H31 1.109
15 C -1.72 0.74 -0.75  O1 1.190, N3 1.344, N4 1.431
16 H -3.16 0.06 0.52  N3 1.060
17 H -1.90 0.80 2.76  C7 1.151
18 H -2.88 -0.62 2.71  C7 1.107
19 H 3.54 1.63 -0.37  N5 1.058
20 H 0.98 -0.44 1.74  C14 1.132
21 H -0.47 2.27 -2.40  C12 1.099
22 H -1.75 -2.55 0.27  C10 1.103
23 H -1.42 -0.67 3.62  C7 1.119
24 H -0.31 -2.66 1.18  C10 1.023
25 H 3.01 0.44 0.82  N5 1.051
26 H 0.45 -2.30 -0.52  C13 1.090
27 H 2.98 2.64 -2.58  O2 0.970
28 H 1.99 -1.55 -0.33  C13 1.068
29 H 0.18 0.79 -3.21  C12 1.067
30 H -1.72 -2.48 2.01  C10 1.046
31 H 0.19 1.03 1.55  C14 1.109
32 H 1.00 -1.39 -1.97  C13 1.146

Atomic partial charges in e from the Löwdin method, atoms 1 to 5: 0.114, 0.204, 0.145, 0.049, 0.148



No. 3
Formula: C33H63N8O8
Source: the OMol25 dataset
Level of theory: wB97M-V/def2-TZVPD

Calculated values
- HOMO: -10.416 eV
- Max |F|: 8.65 eV/Å
- Charge: +1
- Orbital gap: 7.337 eV

Each atom is followed by the atoms it is bonded to, with distances in Å.
Positions of all 112 atoms, in Å:
1 O -5.07 1.64 2.92  C48 1.340
2 O -4.75 0.76 0.60  C40 1.477, C48 1.471
3 O -2.61 2.30 -5.03  C23 1.230
4 O 3.79 4.95 3.25  C38 1.230
5 O -7.41 1.43 -1.29  C41 1.230
6 O 0.55 0.99 -1.01  C49 1.331
7 O 1.40 -1.80 -0.37  C32 1.458, C46 1.467
8 O 4.71 -2.33 -4.59  C26 1.230
9 N 3.45 4.74 5.46  C22 1.444, C38 1.364, H82 1.014
10 N 2.59 -0.67 2.13  C20 1.507, C47 1.505, H56 1.066, H89 1.065
11 N 0.10 -0.16 1.80  C47 1.510, H85 1.065, H106 1.065
12 N 4.16 -6.24 2.21  C21 1.490, C45 1.491
13 N 2.72 -0.15 -1.74  C37 1.512, C46 1.543, C49 1.485
14 N -2.94 2.08 -2.82  C23 1.364, C27 1.444, H88 1.014
15 N -7.74 1.21 0.92  C33 1.444, C41 1.364, H79 1.014
16 N 5.97 -3.82 -5.70  C17 1.444, C26 1.364, H95 1.014
17 C 7.18 -4.35 -6.30  N16 1.444, H61 1.091, H78 1.092, H108 1.092
18 C -9.68 1.62 -0.54  C41 1.505, H69 1.094, H70 1.094, H94 1.092
19 C 2.74 2.27 0.96  C28 1.628, H72 1.169, H91 1.193, H110 1.194
20 C 3.33 -0.45 0.84  N10 1.507, C28 1.676, C46 1.633, H83 1.199
21 C 4.02 -5.73 0.81  N12 1.490, C36 1.628, H64 1.196
22 C 2.67 4.70 6.68  N9 1.444, H52 1.091, H76 1.092, H84 1.092
23 C -3.40 2.28 -4.09  O3 1.230, N14 1.364, C39 1.505
24 C -2.88 -2.60 0.25  C29 1.653, C43 1.673, H73 1.174, H86 1.175
25 C 1.54 1.77 -3.19  C49 1.677, H71 1.193, H105 1.173, H107 1.189
26 C 5.81 -2.64 -5.04  O8 1.230, N16 1.364, C42 1.505
27 C -3.72 2.04 -1.60  N14 1.444, H92 1.092, H103 1.092, H111 1.091
28 C 3.86 1.13 0.64  C19 1.628, C20 1.676, H96 1.187, H102 1.195
29 C -3.30 -1.34 1.24  C24 1.653, C40 1.673, H57 1.177, H77 1.190
30 C -2.84 2.23 1.75  C48 1.673, H55 1.178, H67 1.172, H93 1.182
31 C -0.33 -3.06 0.93  C32 1.673, C43 1.639, H65 1.172, H112 1.192
32 C 1.21 -2.42 0.94  O7 1.458, C31 1.673, C35 1.634, C47 1.640
33 C -8.52 1.17 2.14  N15 1.444, H58 1.091, H75 1.092, H109 1.092
34 C 2.44 -4.26 2.84  C35 1.663, C45 1.626, H90 1.189
35 C 2.21 -3.66 1.31  C32 1.634, C34 1.663, C36 1.673
36 C 3.12 -4.52 0.19  C21 1.628, C35 1.673, H101 1.189
37 C 2.89 -1.10 -2.91  N13 1.512, H59 1.194, H62 1.173, H66 1.194
38 C 2.99 4.94 4.19  O4 1.230, N9 1.364, C44 1.505
39 C -4.88 2.48 -4.28  C23 1.505, H60 1.094, H63 1.094, H81 1.092
40 C -4.80 -0.70 0.85  O2 1.477, C29 1.673, H51 1.170, H99 1.184
41 C -8.20 1.41 -0.35  O5 1.230, N15 1.364, C18 1.505
42 C 7.02 -1.75 -4.90  C26 1.505, H54 1.094, H68 1.094, H74 1.092
43 C -1.29 -2.43 -0.24  C24 1.673, C31 1.639, H50 1.194, H104 1.177
44 C 1.52 5.14 4.00  C38 1.505, H80 1.094, H98 1.094, H100 1.092
45 C 3.38 -5.52 3.25  N12 1.491, C34 1.626, H97 1.189
46 C 2.68 -1.09 -0.51  O7 1.467, N13 1.543, C20 1.633, H87 1.199
47 C 1.18 -1.20 2.03  N10 1.505, N11 1.510, C32 1.640, H53 1.194
48 C -4.35 1.51 1.80  O1 1.340, O2 1.471, C30 1.673
49 C 1.56 0.77 -1.84  O6 1.331, N13 1.485, C25 1.677
50 H -1.17 -3.07 -1.24  C43 1.194
51 H -5.51 -0.91 1.76  C40 1.170
52 H 1.61 4.85 6.49  C22 1.091
53 H 0.93 -1.70 3.08  C47 1.194
54 H 7.39 -1.47 -5.89  C42 1.094
55 H -2.08 1.72 2.49  C30 1.178
56 H 3.11 -1.39 2.72  N10 1.066
57 H -2.54 -0.46 1.04  C29 1.177
58 H -9.58 1.32 1.96  C33 1.091
59 H 3.96 -1.63 -2.95  C37 1.194
60 H -5.42 1.60 -3.93  C39 1.094
61 H 8.03 -3.67 -6.17  C17 1.091
62 H 2.75 -0.61 -3.97  C37 1.173
63 H -5.20 3.37 -3.73  C39 1.094
64 H 4.69 -6.30 0.00  C21 1.196
65 H -0.25 -4.23 0.85  C31 1.172
66 H 2.11 -2.00 -2.87  C37 1.194
67 H -2.89 3.38 1.96  C30 1.172
68 H 7.80 -2.27 -4.34  C42 1.094
69 H -10.22 0.73 -0.19  C18 1.094
70 H -10.00 2.50 0.01  C18 1.094
71 H 1.32 1.14 -4.18  C25 1.193
72 H 1.66 1.88 1.18  C19 1.169
73 H -3.54 -2.69 -0.71  C24 1.174
74 H 6.75 -0.84 -4.36  C42 1.092
75 H -8.15 1.95 2.81  C33 1.092
76 H 3.04 5.48 7.35  C22 1.092
77 H -3.28 -1.70 2.37  C29 1.190
78 H 7.00 -4.50 -7.36  C17 1.092
79 H -6.74 1.09 0.98  N15 1.014
80 H 1.19 6.03 4.55  C44 1.094
81 H -5.10 2.63 -5.34  C39 1.092
82 H 4.45 4.61 5.52  N9 1.014
83 H 4.37 -1.01 1.01  C20 1.199
84 H 2.82 3.72 7.14  C22 1.092
85 H 0.37 0.65 2.44  N11 1.065
86 H -2.95 -3.60 0.86  C24 1.175
87 H 3.43 -1.96 -0.86  C46 1.199
88 H -1.94 1.95 -2.76  N14 1.014
89 H 2.54 0.18 2.77  N10 1.065
90 H 1.83 -3.74 3.72  C34 1.189
91 H 2.65 2.98 0.00  C19 1.193
92 H -3.35 2.82 -0.94  C27 1.092
93 H -2.39 2.10 0.66  C30 1.182
94 H -9.90 1.76 -1.60  C18 1.092
95 H 5.12 -4.38 -5.76  N16 1.014
96 H 4.46 1.27 -0.37  C28 1.187
97 H 3.42 -5.87 4.39  C45 1.189
98 H 0.97 4.26 4.35  C44 1.094
99 H -5.14 -1.21 -0.16  C40 1.184
100 H 1.29 5.29 2.94  C44 1.092
101 H 3.08 -4.24 -0.96  C36 1.189
102 H 4.70 1.25 1.49  C28 1.195
103 H -3.57 1.06 -1.14  C27 1.092
104 H -1.15 -1.28 -0.43  C43 1.177
105 H 0.78 2.65 -3.05  C25 1.173
106 H -0.75 -0.56 2.29  N11 1.065
107 H 2.62 2.24 -3.37  C25 1.189
108 H 7.41 -5.30 -5.82  C17 1.092
109 H -8.37 0.19 2.60  C33 1.092
110 H 3.02 3.00 1.85  C19 1.194
111 H -4.78 2.19 -1.79  C27 1.091
112 H -0.76 -2.82 2.01  C31 1.192

Atomic partial charges in e from the Löwdin method, atoms 1 to 5: -0.004, -0.193, 0.010, 0.007, 0.012